1.
C25H50O2 in the gas phase, computed with ωB97M-V with the def2-TZVPD basis set.

The structure (SMILES) is CCCCCCCCCCCCCCCCCCCCCCCCC(=O)O. The relative energy (zero: lowest compared OMol25 entry of this formula, charge and spin) comes out at 0.0 kJ/mol. The calculation puts the highest occupied orbital energy at -0.379 hartree. Its LUMO energy is 0.032 hartree.

Last column: Mulliken charge in e.
Cartesian coordinates (Å):
C1 5.8583 4.1148 0.7611  -1.297
C2 5.6506 2.9169 -0.1577  -0.293
C3 5.3965 1.6324 0.6295  -0.910
C4 5.1525 0.4325 -0.2860  -0.945
C5 4.7058 -0.8073 0.4865  -0.372
C6 4.4607 -1.9877 -0.4509  -0.533
C7 4.0158 -3.2549 0.2816  -1.077
C8 2.5663 -3.2321 0.7707  -0.485
C9 1.5513 -3.3270 -0.3670  -0.515
C10 0.1228 -3.4913 0.1483  -0.759
C11 -0.8805 -3.5813 -0.9996  -0.585
C12 -2.3336 -3.7018 -0.5370  -1.092
C13 -2.8930 -2.4027 0.0403  0.202
C14 -4.3814 -2.5238 0.3641  -0.971
C15 -4.9656 -1.2677 1.0132  -0.844
C16 -5.0300 -0.0741 0.0625  0.371
C17 -5.6112 1.1634 0.7429  -0.674
C18 -5.6947 2.3847 -0.1769  -1.160
C19 -4.3537 2.8553 -0.7448  -0.396
C20 -3.3788 3.3347 0.3284  -0.364
C21 -2.0093 3.7283 -0.2291  -1.284
C22 -1.2189 2.5796 -0.8608  -0.296
C23 -0.9516 1.4271 0.1054  -0.368
H1 -1.8931 0.9602 0.3963  -0.071
H2 -0.4680 1.8080 1.0062  0.440
C24 -0.0647 0.3539 -0.5271  0.358
C25 1.3515 0.8116 -0.7580  0.267
O1 1.9819 0.6256 -1.7663  -0.639
O2 1.8731 1.4294 0.3055  -0.487
H3 2.7991 1.6711 0.1331  0.316
H4 -0.0081 -0.5088 0.1409  -0.285
H5 -0.4740 0.0223 -1.4825  0.218
H6 -0.2625 2.9760 -1.2113  0.411
H7 -1.7487 2.2016 -1.7372  0.268
H8 -2.1426 4.5105 -0.9804  0.396
H9 -1.4151 4.1516 0.5849  0.397
H10 -3.8107 4.2044 0.8302  0.414
H11 -3.2453 2.5603 1.0827  0.143
H12 -3.9066 2.0446 -1.3188  0.207
H13 -4.5422 3.6774 -1.4401  0.401
H14 -6.3575 2.1463 -1.0127  0.385
H15 -6.1510 3.2068 0.3803  0.385
H16 -5.0124 1.4046 1.6232  0.307
H17 -6.6196 0.9319 1.0956  0.436
H18 -4.0253 0.1487 -0.2943  -0.436
H19 -5.6429 -0.3331 -0.8041  0.331
H20 -5.9748 -1.4912 1.3682  0.374
H21 -4.3632 -1.0018 1.8858  0.356
H22 -4.5225 -3.3676 1.0442  0.390
H23 -4.9339 -2.7448 -0.5523  0.365
H24 -2.7377 -1.6045 -0.6873  0.011
H25 -2.3534 -2.1380 0.9517  0.233
H26 -2.9486 -3.9915 -1.3927  0.383
H27 -2.4123 -4.4970 0.2079  0.402
H28 -0.7785 -2.7010 -1.6387  0.210
H29 -0.6307 -4.4549 -1.6065  0.464
H30 0.0578 -4.3985 0.7541  0.496
H31 -0.1254 -2.6491 0.7977  0.199
H32 1.8016 -4.1831 -0.9982  0.421
H33 1.6062 -2.4321 -0.9898  0.145
H34 2.3830 -2.3251 1.3500  0.093
H35 2.4168 -4.0822 1.4418  0.525
H36 4.1381 -4.1107 -0.3867  0.424
H37 4.6767 -3.4119 1.1381  0.370
H38 3.7153 -1.7055 -1.1956  0.173
H39 5.3894 -2.2027 -0.9852  0.471
H40 3.7912 -0.5795 1.0384  0.129
H41 5.4720 -1.0764 1.2182  0.522
H42 4.3956 0.6754 -1.0368  0.330
H43 6.0732 0.2058 -0.8287  0.538
H44 6.2591 1.4268 1.2679  0.570
H45 4.5395 1.7785 1.2950  0.237
H46 6.5340 2.7828 -0.7856  0.352
H47 4.8059 3.1130 -0.8236  0.283
H48 6.0411 5.0159 0.1806  0.385
H49 4.9795 4.2790 1.3816  0.316
H50 6.7114 3.9494 1.4154  0.317

***

2.
A molecular structure, C25H51CdClN10O4S5 at a distorted geometry, computed with ωB97M-V with the def2-TZVPD basis set.

The relative energy (zero: lowest compared OMol25 entry of this formula, charge and spin) comes out at 0.0 kJ/mol. The calculation puts the highest occupied orbital energy at -0.280 hartree. Its LUMO energy is -0.016 hartree.

Last column: Mulliken charge in e.
Cartesian coordinates (Å):
Cd1 12.2721 9.4006 10.2827  2.387
C1 8.8172 7.2085 7.9024  -0.653
N1 10.1757 6.8410 7.4811  0.453
C2 10.2765 5.6555 6.7449  -1.149
C3 11.3578 7.4511 7.8142  -0.680
N2 11.4067 8.7402 8.1976  0.647
C4 10.6413 9.7835 7.6036  -0.659
C5 11.4903 11.0510 7.4785  -2.085
N3 12.3416 11.3519 8.7101  1.738
C6 11.9589 12.4873 9.4755  -1.168
C7 10.6985 12.3843 10.2614  -0.832
N4 10.7898 11.3569 11.2690  -0.147
C8 9.9189 11.3607 12.2626  -0.187
N5 8.6535 11.8514 12.1642  0.494
C9 7.9081 11.5334 10.9076  -1.048
C10 8.0812 12.9309 12.9082  -1.233
N6 10.1896 10.9543 13.5410  0.565
C11 9.0836 10.4959 14.4508  -0.895
C12 11.5061 11.1604 14.1426  -1.001
C13 13.7517 11.4253 8.3205  -0.182
C14 14.7454 11.3900 9.4981  -1.818
N7 14.5780 10.2154 10.4102  -0.044
C15 15.7031 9.6224 10.8165  -0.164
N8 15.7765 9.2259 12.1442  0.309
C16 15.0630 9.9539 13.2318  -0.822
C17 16.2374 7.8788 12.4830  -1.209
N9 16.7178 9.3056 9.9784  0.428
C18 16.5211 8.8735 8.6325  0.167
C19 18.0659 9.2363 10.4613  -0.998
N10 12.5371 6.6880 7.6974  0.528
C20 12.8040 5.7421 8.7930  -0.651
C21 13.6284 7.2896 6.9634  -0.342
H1 8.2606 6.3745 8.3571  0.415
H2 8.8687 8.0230 8.6881  -0.112
H3 8.1670 7.7180 7.1147  0.264
H4 9.3986 5.4827 6.1433  0.426
H5 11.1158 5.6941 6.0417  0.331
H6 10.4738 4.7705 7.4025  0.296
H7 10.1731 9.6076 6.6325  0.460
H8 9.8013 9.9966 8.2651  0.093
H9 12.0036 11.0912 6.5506  0.632
H10 10.7774 11.9080 7.4005  0.472
H11 12.8214 12.6288 10.1631  0.127
H12 11.9577 13.3989 8.7767  0.261
H13 10.5282 13.3313 10.8027  0.589
H14 9.8616 12.2772 9.5757  0.094
H15 8.2960 10.6512 10.3711  0.129
H16 6.8156 11.3537 11.0817  0.376
H17 7.9006 12.4213 10.2050  0.319
H18 8.8152 13.2077 13.6386  0.393
H19 7.9175 13.7712 12.2018  0.375
H20 7.1051 12.7153 13.4189  0.264
H21 8.1090 10.4269 13.9191  0.258
H22 9.3760 9.4868 14.8318  0.170
H23 8.8995 11.1925 15.2396  0.359
H24 12.1459 10.2602 14.0829  0.105
H25 11.9782 11.9777 13.6022  0.344
H26 11.4203 11.3954 15.2277  0.355
H27 14.6776 10.8314 6.6908  0.194
H28 13.9886 12.3975 7.7844  0.274
H29 15.7319 11.4581 9.0391  0.585
H30 14.5700 12.2989 10.0778  0.399
H31 14.7289 10.9233 12.7905  0.209
H32 14.1948 9.4227 13.6072  0.120
H33 15.8259 10.1561 14.0003  0.450
H34 16.4596 7.3170 11.5952  0.453
H35 17.1530 7.9215 13.1150  0.248
H36 15.4621 7.3533 13.0054  0.290
H37 17.3881 9.2605 8.0672  0.337
H38 16.4954 7.7791 8.5093  0.216
H39 15.5642 9.2677 8.1967  -0.594
H40 18.2373 10.2514 10.9035  0.325
H41 18.2808 8.3909 11.1581  0.252
H42 18.7150 9.0991 9.6135  0.377
H43 12.8598 6.2195 9.8128  0.043
H44 12.0064 4.9668 8.8425  0.128
H45 13.7792 5.3394 8.5489  0.386
H46 13.7465 8.3303 7.1521  -0.226
H47 14.5661 6.7398 7.1936  0.328
H48 13.6059 7.1116 5.8885  0.131
C22 12.0849 6.6527 16.3069  -0.801
S1 12.4159 5.8562 14.7537  -0.032
C23 10.9422 6.2122 13.8020  0.093
C24 11.0970 6.8841 12.5824  -0.293
S2 12.6303 7.4147 11.9118  -0.448
S3 9.6138 7.4750 11.9641  0.159
C25 8.5591 6.9971 13.2427  -0.112
S4 7.0139 7.5462 13.3823  -0.244
S5 9.3766 6.0079 14.4281  -0.121
H49 13.1047 7.0714 16.6134  0.289
H50 11.7364 5.8907 17.0018  0.335
H51 11.4441 7.5100 16.3025  0.249
O1 16.0817 11.6646 5.9329  -0.709
Cl1 17.1094 10.7491 5.2327  0.890
O2 16.8128 9.2501 5.3926  -0.603
O3 18.5073 10.9309 5.8434  -0.605
O4 14.0317 10.3958 7.3255  -0.515

***

3.
A molecular structure, C25H51NO17S3 at a distorted geometry, computed with ωB97M-V with the def2-TZVPD basis set.

The relative energy (zero: lowest compared OMol25 entry of this formula, charge and spin) comes out at 492.8 kJ/mol. The calculation puts the highest occupied orbital energy at -0.342 hartree. Its LUMO energy is 0.013 hartree.

Last column: Mulliken charge in e.
Cartesian coordinates (Å):
C1 5.8777 9.9097 -2.1330  -1.160
C2 6.5458 10.4609 -3.3972  0.772
O1 6.3281 11.5922 -3.8477  -0.689
N1 7.1966 9.5299 -4.0955  -0.047
C3 7.5794 9.5845 -5.4550  -0.940
H1 5.1401 9.1247 -2.3001  0.316
H2 5.4021 10.6590 -1.5002  0.305
H3 6.5918 9.3298 -1.5484  0.324
H4 7.2969 8.6181 -3.6729  0.211
H5 7.5727 8.5636 -5.8366  0.291
H6 8.6120 9.9253 -5.5301  0.288
H7 7.0870 10.3365 -6.0716  0.337
C4 12.7799 7.4082 -10.1577  -0.239
C5 12.1778 8.9012 -10.5715  -0.374
O2 13.0238 9.9129 -10.1166  -0.306
S1 14.5343 9.2557 -10.0336  1.065
O3 15.3666 9.9422 -9.0794  -0.492
O4 14.9988 8.9531 -11.4036  -0.549
O5 13.9130 7.7992 -9.4786  -0.324
H8 12.9771 6.8408 -11.0672  0.240
H9 12.0755 6.7214 -9.6883  0.327
H10 11.1402 9.0788 -10.2888  0.359
H11 12.2490 8.8094 -11.6553  0.291
C6 3.6098 16.7769 -9.8548  -0.303
C7 4.5468 16.9451 -8.6559  -0.256
O6 5.0264 15.6262 -8.3238  -0.331
S2 4.8429 14.5507 -9.5835  1.089
O7 3.9878 13.5056 -9.1240  -0.496
O8 6.2155 14.2706 -9.9498  -0.511
O9 4.1266 15.6554 -10.5233  -0.311
H12 3.7300 17.6378 -10.5126  0.276
H13 2.5458 16.7865 -9.6184  0.300
H14 3.8435 17.2172 -7.8689  0.254
H15 5.4257 17.5760 -8.7883  0.290
C8 13.4073 7.6285 -1.2033  -0.274
C9 12.4446 8.7770 -1.4303  -0.349
O10 11.5747 8.1558 -2.2929  -0.271
S3 12.4714 7.5408 -3.5555  1.101
O11 13.0598 8.6552 -4.2753  -0.530
O12 11.8381 6.5236 -4.3646  -0.517
O13 13.5570 7.0125 -2.4600  -0.300
H16 12.9592 6.8056 -0.6463  0.239
H17 14.4120 7.8505 -0.8435  0.284
H18 12.9750 9.6093 -1.8930  0.309
H19 11.9254 9.0687 -0.5174  0.305
C10 5.9353 5.3256 -12.8566  -0.549
C11 4.8832 5.6661 -11.7982  -0.426
C12 5.8061 6.1122 -10.5824  -0.474
O14 7.1322 6.3363 -11.1441  -0.350
C13 7.2716 5.4015 -12.1510  -0.475
H20 5.8780 6.0914 -13.6301  0.216
H21 5.5037 4.4684 -13.3733  0.367
H22 4.3647 4.7233 -11.6242  0.264
H23 4.1720 6.4691 -11.9920  0.274
H24 5.8433 5.3057 -9.8501  0.265
H25 5.4657 7.0266 -10.0966  0.307
H26 7.5255 4.4452 -11.6938  0.263
H27 8.1091 5.6422 -12.8059  0.319
C14 1.4986 14.6386 -1.3430  -0.577
C15 0.6678 13.3982 -1.7268  -0.553
C16 0.2844 13.0028 -0.3614  -0.377
O15 -0.0703 14.2206 0.2333  -0.409
C17 0.7652 15.2774 -0.2111  -0.350
H28 1.6863 15.2822 -2.2024  0.362
H29 2.4983 14.3817 -0.9928  0.227
H30 1.1839 12.5422 -2.1616  0.306
H31 -0.0094 13.5858 -2.5600  0.275
H32 1.1048 12.5578 0.2016  0.249
H33 -0.5220 12.2695 -0.3664  0.304
H34 1.5679 15.6256 0.4389  0.246
H35 0.0823 16.0809 -0.4873  0.297
C18 10.5558 15.4299 -2.4090  -0.564
C19 10.5899 15.2913 -3.8472  -0.547
C20 11.1552 13.9922 -4.0783  -0.255
O16 12.2630 14.0365 -3.0999  -0.445
C21 11.8875 14.8969 -1.9714  -0.383
H36 9.6012 15.0039 -2.1002  0.279
H37 10.5938 16.4356 -1.9905  0.303
H38 11.1072 16.0627 -4.4177  0.243
H39 9.6380 15.2759 -4.3780  0.341
H40 11.5419 13.6802 -5.0484  0.318
H41 10.4156 13.2440 -3.7933  0.142
H42 12.5254 15.7277 -1.6700  0.321
H43 11.6379 14.3309 -1.0740  0.245
C22 4.3963 4.0432 -3.6403  -0.521
C23 5.1205 3.7917 -2.3441  -0.408
C24 6.4951 4.1381 -2.5600  -0.440
O17 6.4181 5.1375 -3.6125  -0.431
C25 5.2672 4.8754 -4.5236  -0.334
H44 3.5492 4.6352 -3.2940  0.178
H45 3.9954 3.1594 -4.1365  0.416
H46 5.1249 2.7146 -2.1771  0.201
H47 4.8611 4.3185 -1.4258  0.319
H48 7.1860 3.3474 -2.8524  0.236
H49 7.1158 4.5709 -1.7754  0.288
H50 5.6138 4.1732 -5.2818  0.198
H51 4.9703 5.8595 -4.8862  0.296

***

Q: Which formula does entry 3 have?
A: C25H51NO17S3

***

Q: Among the records above, which one has the highest LUMO energy?
A: C25H50O2

***

Q: Which of these has the highest relative energy (zero: lowest compared OMol25 entry of this formula, charge and spin)?
A: C25H51NO17S3

***

Q: Which of these has the highest highest occupied orbital energy?
A: C25H51CdClN10O4S5